Record 1
71
Properties=species:S:1:pos:R:3:mulliken_spin:R:1 method="wB97M-V/def2-TZVPD" homo_lumo_gap_ev="6.75 / 7.03" max_force_ev_per_a=4.74 spin_multiplicity=2 e_tot_ev=-153530.3892 e_above_lowest_kcal_mol=114.7 s2=0.7566
Ti 0.27437 -0.99843 0.00369 0.9716
C 0.53567 1.38547 3.33329 -0.0092
C 0.10407 0.15267 2.84399 0.0204
N 0.62347 -0.04803 1.63469 0.0237
N 1.36967 1.02317 1.31649 -0.0086
C 1.33327 1.90527 2.33669 0.0240
B 2.21677 1.09627 0.00379 -0.0663
N 3.03137 -0.21123 0.00379 -0.0241
C 4.33967 -0.53893 0.00449 0.0321
C 4.44367 -1.91213 0.00539 -0.0115
C 3.12587 -2.36893 0.00519 0.0232
N 2.29197 -1.33743 0.00409 -0.0370
N 1.36967 1.02307 -1.30881 -0.0087
C 1.33337 1.90587 -2.32871 0.0241
C 0.53557 1.38577 -3.32551 -0.0094
C 0.10417 0.15307 -2.83661 0.0204
N 0.62347 -0.04813 -1.62731 0.0238
N 2.92397 2.43617 0.00389 0.0066
C 4.21337 2.84377 0.00399 -0.0027
C 4.23097 4.21697 0.00419 0.0019
C 2.87567 4.57737 0.00429 -0.0017
N 2.11097 3.50927 0.00399 0.0007
H 0.29757 1.84057 4.27449 -0.0004
H -0.53903 -0.58523 3.29959 0.0014
H 1.82717 2.85347 2.28239 0.0045
H 5.12327 0.19067 0.00429 0.0057
H 5.34317 -2.49303 0.00609 -0.0005
H 2.75907 -3.37883 0.00609 0.0042
H 1.82687 2.85357 -2.27421 0.0046
H 0.29747 1.84127 -4.26671 -0.0004
H -0.53893 -0.58473 -3.29241 0.0013
H 5.03257 2.15677 0.00389 -0.0006
H 5.08817 4.85977 0.00429 0.0000
H 2.44167 5.55847 0.00439 0.0000
C -4.01433 3.53447 -1.69681 -0.0007
Si -3.14023 3.29577 0.00429 -0.0003
C -4.01423 3.53437 1.70549 -0.0006
C -2.08393 4.94327 0.00439 0.0001
C -3.31813 1.34007 0.00429 -0.0159
C -4.36513 0.44477 0.00449 0.0163
C -4.02953 -0.91263 0.00449 -0.0126
C -2.71293 -1.30063 0.00389 0.0389
N -1.66703 -0.44253 0.00359 -0.0777
C -2.01633 0.85697 0.00389 0.0302
S -0.94933 2.21417 0.00369 0.0158
H -4.22913 4.57647 -1.89431 0.0000
H -4.94263 2.97877 -1.75031 -0.0001
H -3.36633 3.16947 -2.48911 0.0005
H -4.22903 4.57637 1.90299 0.0000
H -3.36613 3.16937 2.49769 0.0004
H -4.94253 2.97857 1.75899 -0.0001
H -2.74913 5.80477 0.00449 0.0001
H -1.44913 4.99287 -0.87461 0.0003
H -1.44913 4.99277 0.88339 0.0003
H -5.39973 0.75417 0.00479 0.0011
H -4.80783 -1.65893 0.00489 -0.0001
H -2.46673 -2.35743 0.00399 0.0010
C 2.03067 -6.18863 0.03759 -0.0006
Si 0.16127 -5.76883 -0.01431 -0.0023
C -0.72823 -6.47453 1.52569 -0.0010
C -0.63393 -6.43893 -1.62071 -0.0009
Se -0.19283 -3.46583 0.01199 -0.0044
H 2.17357 -7.26373 0.03949 0.0000
H 2.50157 -5.79223 0.93199 -0.0001
H 2.55247 -5.78923 -0.82671 -0.0001
H -0.70273 -7.55873 1.52799 -0.0002
H -1.76713 -6.16163 1.54309 0.0000
H -0.26323 -6.12593 2.44199 0.0000
H -0.61023 -7.52293 -1.64271 -0.0002
H -0.11343 -6.07443 -2.50021 0.0000
H -1.66943 -6.12313 -1.69491 0.0000


Record 2
85
Properties=species:S:1:pos:R:3:mulliken_charge:R:1 method="wB97M-V/def2-TZVPD" homo_lumo_gap_ev=5.85 total_charge=-2 max_force_ev_per_a=1.45 e_tot_ev=-370900.1832 e_above_lowest_kcal_mol=6.5
Mg -0.85866 0.22271 -0.74873 0.5073
C -3.88210 -0.23465 -2.66967 -0.9976
C -4.09595 0.03698 -1.21475 0.5673
C -5.39802 0.22165 -0.70736 -0.9642
C -5.59301 0.40407 0.63119 -0.9971
C -4.49228 0.35752 1.50874 0.9068
C -4.57350 0.43383 2.91206 -0.0620
Br -6.25339 0.73536 3.77168 -0.3087
C -3.46649 0.25191 3.69339 -0.4679
C -2.22394 0.02970 3.10380 0.0228
Br -0.77009 -0.32367 4.27056 -0.2276
C -2.01215 0.02319 1.71497 0.2293
O -0.88518 -0.15215 1.14940 0.6030
C -3.21409 0.18153 0.92104 -0.1952
N -3.04946 0.06853 -0.41640 0.3907
H -4.82556 -0.45373 -3.16873 0.4769
H -3.19971 -1.07781 -2.77767 0.1772
H -3.41033 0.61752 -3.16121 -0.1340
H -6.24034 0.20480 -1.38591 0.4509
H -6.58738 0.55268 1.03078 0.2978
H -3.54121 0.27184 4.77112 0.4011
O -0.90371 3.48978 -5.80479 -0.6473
C -1.61243 3.45876 -4.56214 -0.9798
C -0.69704 3.42041 -3.32783 2.1914
C 0.08232 4.74393 -3.24065 -1.0057
O 0.98701 4.96931 -4.31696 -0.6230
C -1.59913 3.26962 -2.10465 -1.3072
Se -0.68847 2.92035 -0.39205 -0.5426
C 0.30382 2.27181 -3.42489 -1.8252
Se -0.51490 0.48609 -3.64801 -0.3711
H -0.46568 2.62977 -5.87380 0.3917
H -2.27427 2.58834 -4.54340 0.2229
H -2.23016 4.36151 -4.53165 0.5139
H 0.66874 4.76175 -2.32044 0.2585
H -0.64859 5.56817 -3.19897 0.4130
H 0.51794 4.70416 -5.12065 0.4545
H -2.27029 2.42577 -2.26350 -0.2078
H -2.20139 4.17328 -1.97534 0.5745
H 0.88367 2.25299 -2.50279 0.6092
H 0.99150 2.42572 -4.25711 0.6522
N 6.50621 -0.19732 0.54221 -0.5568
C 5.39013 -0.27024 0.27402 -0.0701
C 4.00852 -0.36481 -0.08031 0.9180
C 3.57869 0.06338 -1.33860 -0.9196
C 2.23303 -0.02736 -1.63589 -0.3660
N 1.32366 -0.48580 -0.77528 -0.0576
C 1.74440 -0.93256 0.40630 -0.5350
C 3.07509 -0.89273 0.79912 -0.7725
H 4.28309 0.45702 -2.05707 0.4835
H 1.86511 0.26190 -2.61312 0.4784
H 0.98202 -1.32606 1.06380 0.6442
H 3.36872 -1.24169 1.77776 0.5223
S -1.98827 -8.73178 -1.15385 -0.4908
C -1.62908 -7.16019 -0.72748 0.3000
S -2.77218 -5.88538 -1.00185 -0.1742
C -1.59959 -4.66034 -0.31105 -0.0071
N -0.50882 -5.26145 0.03292 -0.8045
N -0.50256 -6.62801 -0.17541 0.5401
C 0.69769 -7.26943 0.22923 0.4223
C 0.85427 -8.65256 0.33468 -0.3652
C 2.06333 -9.18776 0.75502 -0.6643
C 3.13208 -8.37133 1.08360 -0.3702
C 2.97792 -6.99625 0.98578 -0.6142
C 1.78080 -6.44724 0.56582 -0.3935
S -2.02127 -3.05937 -0.16273 -0.2723
H 0.04192 -9.30983 0.08935 0.1838
H 2.15768 -10.26458 0.82733 0.3357
H 4.06987 -8.79963 1.41643 0.3542
H 3.80057 -6.33985 1.24064 0.3552
H 1.65866 -5.37845 0.49630 0.6875
S 1.10544 1.84341 2.38466 -0.2469
C 1.90933 3.15916 2.98373 -0.2553
N 2.27924 3.22268 4.29368 -0.1238
C 2.75390 4.43839 4.92301 -0.6242
C 3.62588 5.18770 3.92504 -0.6040
C 2.81529 5.43506 2.66008 -0.5891
N 2.29819 4.17248 2.17117 -0.0360
H 1.87302 2.49669 4.85904 0.2344
H 3.32562 4.16832 5.81282 0.3608
H 1.91857 5.08014 5.23671 0.2800
H 4.49805 4.57640 3.68574 0.2975
H 3.96044 6.13783 4.34322 0.3439
H 3.44160 5.87595 1.88281 0.3536
H 1.99937 6.13801 2.87577 0.3069
H 1.86826 4.13420 1.25619 0.0619


Record 3
11
Properties=species:S:1:pos:R:3:mulliken_spin:R:1 method="wB97M-V/def2-TZVPD" homo_lumo_gap_ev="6.12 / 7.18" total_charge=+2 max_force_ev_per_a=3.99 spin_multiplicity=6 e_tot_ev=-9246.4454 e_above_lowest_kcal_mol=0.0 s2=8.7640
C 1.93836 -1.32400 -0.59154 -0.0237
C 0.83764 -0.84261 -1.44740 0.8630
O 0.01704 0.12513 -0.91041 0.2111
H 2.51302 -2.08119 -1.13841 0.0081
H 2.62819 -0.51315 -0.30617 0.0428
H 1.56071 -1.80126 0.33309 0.0706
H 0.36815 -1.44676 -2.22482 0.0294
H -0.98697 -0.01681 -1.10421 0.0089
Rh 0.20244 1.12370 0.75449 2.9119
O -1.48306 1.22812 1.38165 0.8681
H -1.87731 0.71194 2.08476 0.0098


Record 4
34
Properties=species:S:1:pos:R:3:mulliken_charge:R:1 method="wB97M-V/def2-TZVPD" homo_lumo_gap_ev=9.47 total_charge=+1 max_force_ev_per_a=2.85 e_tot_ev=-42970.4760 e_above_lowest_kcal_mol=0.0
N 0.75493 -1.29542 0.73427 -0.0506
C 0.45205 -0.20019 -0.20726 -0.1055
C 0.98468 -0.60129 -1.56659 0.2067
O 0.79451 0.49322 -2.32617 -0.3302
O 1.42331 -1.68727 -1.81107 -0.5145
C 1.10542 1.14541 0.16104 -0.3980
S 0.51820 1.56619 1.84159 -0.0096
S 1.99440 2.17817 2.93552 -0.2152
H 0.51187 -2.20366 0.35284 0.4016
H 0.20536 -1.19179 1.64475 0.3132
H 1.73067 -1.32670 1.03447 0.3671
H -0.67360 -0.14295 -0.19360 0.1453
H 1.19660 0.27773 -3.19110 0.3735
H 2.19403 1.25764 -0.01290 0.4979
H 0.60525 1.92643 -0.47258 0.2256
H 2.16541 3.54041 2.82599 0.1531
H -1.45958 -1.68084 3.50865 0.2799
H -0.44494 -0.57210 4.02706 0.2874
O -0.63259 -1.22431 3.34803 -0.6222
H 3.91734 -0.64080 -1.46715 0.2901
H 4.74249 -1.12475 -0.23232 0.2837
O 3.86925 -0.84661 -0.52662 -0.5550
H -4.12600 -1.16493 0.83556 0.2889
H -4.83148 -0.73024 -0.39298 0.3179
O -3.99886 -0.57790 0.07138 -0.5899
H -2.17963 -2.74892 -0.04233 0.3096
H -1.73518 -3.68929 1.03875 0.2795
O -1.58563 -2.79067 0.71983 -0.5784
H 0.36279 4.28735 -0.94848 0.2698
H 0.06250 3.37671 -2.34778 0.2891
O 0.24511 3.45955 -1.40118 -0.6066
H -2.06056 1.30630 -2.36056 0.2946
H -3.50934 0.94552 -2.71286 0.2990
O -2.59880 0.67998 -2.86616 -0.5976


Record 5
29
Properties=species:S:1:pos:R:3:mulliken_charge:R:1 method="wB97M-V/def2-TZVPD" homo_lumo_gap_ev=9.00 max_force_ev_per_a=5.45 e_tot_ev=-32767.4052 smiles=C1CCC(N2CSCSC2)CC1 e_above_lowest_kcal_mol=21.4
C -3.02369 -0.38863 0.32615 -0.7691
C -2.62548 0.90963 -0.30210 -0.5748
C -1.17010 0.92089 -0.77087 -1.0597
C -0.17384 0.42346 0.29603 -0.0620
N 1.26547 0.37059 -0.13463 0.0858
C 1.92654 1.21450 -1.32789 -0.8123
S 3.41044 0.28170 -1.87278 -0.1545
C 3.26800 -1.46392 -1.03858 -0.5527
S 3.28767 -1.23981 0.76666 -0.1781
C 2.19193 0.18172 1.00314 -0.9695
C -0.65401 -0.94642 0.79540 -0.5979
C -2.02846 -0.72879 1.40811 -0.6590
H -4.03418 -0.50635 0.68806 0.3562
H -2.86514 -1.12347 -0.41221 0.3186
H -2.82393 1.70062 0.45534 0.3317
H -3.18538 1.06013 -1.30684 0.2719
H -0.92569 1.98157 -0.99942 0.3480
H -1.04903 0.23583 -1.56844 0.4352
H -0.19725 1.19907 1.11596 0.1471
H 2.25887 2.17537 -0.98426 0.4192
H 1.29938 1.24083 -2.13420 0.5344
H 2.45095 -2.02226 -1.44828 0.3491
H 4.13588 -2.09570 -1.16280 0.3247
H 2.87457 0.96756 1.08798 0.4972
H 1.65683 0.02789 1.87620 0.5137
H -0.76053 -1.68532 -0.01200 0.2804
H -0.00840 -1.25314 1.53882 0.5026
H -2.50361 -1.55727 2.05471 0.2929
H -1.99781 0.11974 2.06275 0.3809


Record 6
27
Properties=species:S:1:pos:R:3:mulliken_charge:R:1 method="wB97M-V/def2-TZVPD" homo_lumo_gap_ev=8.59 max_force_ev_per_a=6.74 e_tot_ev=-33738.6328 e_above_lowest_kcal_mol=228.2
C 2.03007 -1.60152 0.24549 -0.8546
C 3.40041 0.63551 0.48492 -0.6514
C 2.25422 1.75404 -0.08232 -0.5139
C 0.85947 1.18310 -0.48659 -0.2372
C 0.07587 1.51672 0.74309 -0.6675
C -1.27357 0.56408 0.61421 -0.4619
C -2.15099 1.37461 -0.42515 -0.2497
C -4.33536 -0.16748 -0.27727 0.2611
H 1.69474 -2.76734 0.02725 0.3531
H 0.88284 -1.16535 -0.09735 0.6103
H 2.08847 -1.55968 1.32125 0.3383
H 4.39248 1.06157 0.63311 0.4411
H 2.97821 0.34008 1.49935 0.2140
H 2.80086 2.40636 -0.92768 0.2839
H 1.95963 2.55141 0.98989 0.2263
H 0.36414 1.85188 -1.19049 0.4333
H 0.92319 0.11991 -0.47169 -0.2711
H -0.27886 2.65218 0.80965 0.2995
H 0.50998 1.08160 1.84985 0.2168
H -2.00722 0.46173 1.57162 0.3054
H -1.24883 -0.47260 0.11625 0.2232
H -1.32544 1.77403 -1.21642 0.1652
H -2.52240 2.23260 0.25997 0.3136
N -3.31527 0.29245 -1.03200 -0.4129
O 4.84952 -1.48164 0.01284 -0.6087
S 3.57865 -0.83927 -0.44596 0.4366
S -5.57626 -1.18053 0.26149 -0.1928


Record 7
7
Properties=species:S:1:pos:R:3:mulliken_charge:R:1 method="wB97M-V/def2-TZVPD" homo_lumo_gap_ev="8.57 / 8.55" max_force_ev_per_a=1.85 e_tot_ev=-16584.0332 e_above_lowest_kcal_mol=113.4
C -0.21449 1.06518 0.69319 -0.5229
N -0.03760 -1.65867 -1.06283 0.0279
N 1.04090 -1.22115 -1.19933 -0.2248
Cl -1.39272 -0.10172 0.48574 -0.0880
H 0.16827 1.17125 1.71108 0.2933
H 0.26481 1.58146 -0.19707 0.3175
H -0.28148 -2.52252 -1.52677 0.1970